1.
C37H27BrIN3O3RuS as an isolated structure at a distorted geometry, computed with the ωB97M-V functional and the def2-TZVPD basis.

Element x y z (Å)
Ru 0.099 0.562 0.454
N 6.372 -7.643 1.464
C 5.628 -6.782 1.346
C 4.720 -5.707 1.183
C 4.759 -4.622 2.060
C 3.884 -3.570 1.885
C 2.977 -3.580 0.830
C 2.936 -4.667 -0.039
C 3.798 -5.732 0.138
C 2.077 -2.415 0.639
C 0.919 -2.396 1.422
C 0.513 -3.413 2.343
C -0.719 -3.055 2.822
C -1.044 -1.828 2.195
N -0.078 -1.443 1.377
C 2.479 -1.471 -0.310
C 3.621 -1.578 -1.165
C 3.624 -0.469 -1.970
C 2.500 0.302 -1.583
N 1.841 -0.281 -0.600
H 5.469 -4.612 2.871
H 3.907 -2.729 2.559
H 2.222 -4.676 -0.846
H 3.764 -6.579 -0.531
H 1.078 -4.292 2.580
H -1.333 -3.591 3.516
H -1.944 -1.241 2.304
H 4.321 -2.390 -1.162
H 4.334 -0.205 -2.727
H 2.168 1.237 -2.007
C 1.186 0.177 3.951
C 2.179 0.527 2.881
O 1.824 1.224 1.921
C 3.560 0.048 2.989
C 4.411 0.221 1.889
C 5.721 -0.211 1.935
C 6.216 -0.804 3.086
C 5.386 -0.977 4.186
C 4.067 -0.561 4.143
H 0.187 0.450 3.605
H 1.406 0.737 4.860
H 1.202 -0.883 4.193
H 4.014 0.690 1.001
H 6.363 -0.083 1.079
H 7.247 -1.127 3.125
H 5.776 -1.440 5.079
H 3.439 -0.706 5.009
Br -0.962 3.056 4.791
C -0.761 4.591 3.717
C -0.464 5.808 4.314
C -0.363 6.947 3.534
C -0.535 6.872 2.160
C -0.808 5.655 1.558
C -0.927 4.519 2.342
I -1.439 2.645 1.389
H -0.324 5.860 5.382
H -0.157 7.896 4.004
H -0.465 7.762 1.554
H -0.938 5.593 0.488
O -7.098 2.623 -4.192
C -6.190 1.762 -4.663
O -6.292 1.277 -5.754
C -5.031 1.433 -3.768
C -4.542 2.302 -2.791
C -3.424 1.964 -2.054
C -2.790 0.742 -2.282
S -1.369 0.247 -1.404
C -3.273 -0.130 -3.261
C -4.380 0.220 -4.000
H -6.938 2.900 -3.281
H -5.001 3.267 -2.623
H -3.040 2.648 -1.312
H -2.763 -1.064 -3.430
H -4.757 -0.429 -4.776

LUMO (alpha / beta): -4.2 / -5.4 eV
Expectation value of S²: 0.86
HOMO-LUMO gap (alpha / beta): 6.2 / 5.0 eV
DFT total energy: -140972.628 eV
HOMO energy (alpha / beta): -10.40 / -10.40 eV
Spin multiplicity: 2
Charge: +1

2.
A 2-piece molecular cluster, C5H10N2O2 overall at a distorted geometry, computed with the ωB97M-V functional and the def2-TZVPD basis.

Element x y z (Å)
C -0.351 -0.763 1.996
C 1.983 0.711 -0.792
C 0.775 -0.661 1.008
C 0.733 0.484 -0.005
N -0.174 1.423 0.169
O 1.706 -1.432 0.969
H -0.047 2.245 -0.413
H -0.161 -1.594 2.669
H -1.297 -0.910 1.473
H -0.437 0.170 2.556
H 1.815 1.410 -1.610
H 2.359 -0.235 -1.173
H 2.754 1.118 -0.134
N -2.124 0.051 -0.788
C -1.383 -0.812 -1.432
O -1.523 -1.627 -2.323
H -3.106 0.030 -1.037
H -1.266 0.990 -0.028
H -0.255 -0.598 -1.102

LUMO (alpha / beta): -1.2 / -1.2 eV
HOMO-LUMO gap (alpha / beta): 7.8 / 7.8 eV
DFT total energy: -12420.408 eV
HOMO energy (alpha / beta): -9.01 / -9.01 eV
Charge: 0
Energy above the lowest of the compared OMol25 structures with the same formula, charge and spin: 295.7 kJ/mol

3.
C11H20AuClIN2O2P as an isolated structure at a distorted geometry, computed with the ωB97M-V functional and the def2-TZVPD basis.

Element x y z (Å)
C 1.465 2.003 -1.040
C 0.957 2.340 -2.413
H 2.115 2.856 -0.858
H 2.043 1.091 -0.867
H 0.736 1.986 -0.208
O 0.931 3.462 -2.936
I 0.192 0.866 -3.615
Au -0.170 -1.342 0.859
P 2.044 -1.276 -1.252
C 2.984 -0.584 -2.696
C 3.505 -1.337 -0.151
H 1.834 -3.633 -0.856
H 2.695 -3.293 -2.414
H 0.930 -3.127 -2.325
C 1.864 -3.015 -1.760
H 3.239 -1.941 0.725
H 4.334 -1.748 -0.743
H 4.048 -0.833 -2.631
H 2.855 0.514 -2.717
H 3.705 -0.300 0.153
H 2.654 -1.071 -3.617
C -1.076 -0.530 -0.857
O -2.089 -0.202 -1.420
Cl 1.087 -3.193 1.586
C -3.413 3.221 1.756
C -2.967 1.827 1.863
C -3.364 0.795 2.725
C -2.599 -0.325 2.370
N -1.724 0.041 1.409
N -1.990 1.326 1.077
C -2.618 -1.707 2.878
H -4.438 3.296 1.354
H -3.416 3.622 2.780
H -2.755 3.860 1.144
H -4.130 0.822 3.492
H -1.605 1.793 0.251
H -3.310 -1.821 3.727
H -2.956 -2.413 2.113
H -1.594 -2.030 3.115

LUMO (alpha / beta): -7.8 / -11.1 eV
Expectation value of S²: 2.01
HOMO-LUMO gap (alpha / beta): 8.2 / 4.8 eV
DFT total energy: -52390.330 eV
HOMO energy (alpha / beta): -16.03 / -15.90 eV
Spin multiplicity: 3
Charge: +2
Energy above the lowest of the compared OMol25 structures with the same formula, charge and spin: 114.4 kJ/mol